# 1
CH4BrP | ωB97M-V with the def2-TZVPD basis set

Computed properties:
- LUMO (alpha / beta) (Ha) = -0.0670 / -0.0670
- energy relative to the best compared isomer or geometry (same formula, charge and spin) (kcal/mol) = 57.8
- multiplicity = 1
- frontier orbital gap (alpha / beta) (eV) = 7.52 / 7.51
- highest occupied orbital energy (alpha / beta) (eV) = -9.3 / -9.3

CARTESIAN COORDINATES (ANGSTROEM)
Br: -0.6738 -2.0156 -1.7482
P: -0.7330 0.1559 0.9210
C: 0.3467 0.1783 -0.4836
H: 0.1276 0.8389 -1.3085
H: 1.3043 -0.3184 -0.4930
H: -0.5554 1.5005 1.2622
H: 0.1835 -0.3395 1.8502

Atomic forces in eV per Å
Br 0.8449 1.7302 0.9278
P -0.4531 -0.2253 0.1490
C -0.7829 -1.9977 -1.2181
H 0.0720 0.1183 -0.0518
H 0.0517 0.0669 -0.0295
H 0.0570 0.4342 0.0183
H 0.2104 -0.1265 0.2043

---

# 2
C50H41F9N4NaO4P2S | ωB97M-V with the def2-TZVPD basis set

Computed properties:
- LUMO (Ha) = 0.0683
- energy relative to the best compared isomer or geometry (same formula, charge and spin) (kcal/mol) = 0.0
- total charge = -1
- multiplicity = 1
- frontier orbital gap (eV) = 5.83
- highest occupied orbital energy (eV) = -4.0

CARTESIAN COORDINATES (ANGSTROEM)
S: 3.3803 -1.9582 -0.9713
P: 0.4199 0.2929 2.1472
P: 1.8703 2.1475 -1.4517
Na: 0.5194 -0.7308 -0.5756
F: -2.5102 3.5566 -6.3531
F: -0.7816 3.1362 -7.5859
F: 7.3870 -0.0259 -4.1662
F: 6.4977 -1.9922 -4.2056
F: 4.1382 8.4365 -0.5485
F: 3.6355 7.9700 1.5037
F: 7.5996 -1.3389 -2.4634
F: 5.5458 7.3669 0.6897
F: -1.0699 5.1124 -6.7653
O: 2.6555 -2.5181 0.1718
O: -3.2259 -2.3170 1.5352
O: -0.4136 -0.3145 -2.9326
O: -2.8092 0.9334 0.7046
N: -1.1382 -2.1544 0.7123
N: 2.5098 -0.9983 -1.7460
N: -2.4948 0.5510 -3.2750
N: -1.5484 0.3801 -1.1076
C: 4.7364 -1.1496 2.9417
C: 6.7209 -0.9289 -3.4044
C: -2.6970 0.8227 -0.5218
C: 2.1061 -0.2666 2.5950
C: -1.0237 3.4356 -4.0164
C: 5.5765 0.4293 -1.6387
C: -3.6443 1.0501 -2.7334
C: -0.0570 -4.0501 -1.3959
C: 1.0367 2.6933 -2.9968
C: 3.1629 0.3452 1.9141
C: -1.4371 -4.1368 -0.7503
C: 1.6395 2.6793 -4.2513
C: 3.3104 1.2262 -2.0281
C: 4.2304 7.4802 0.4011
C: -1.6089 -1.5066 3.0669
C: -1.9379 -2.7365 -0.3792
C: -1.2213 -0.7974 5.7426
C: -0.7389 2.7660 2.3919
C: -0.4600 -0.2246 4.7403
C: 3.5596 4.4281 -1.6882
C: 2.6097 3.7473 -0.9216
C: 5.4697 -0.3609 -2.8099
C: -2.3853 -2.0708 4.0840
C: 0.1268 4.6666 3.5919
C: 3.0489 -0.0377 -2.7963
C: 4.2926 -0.5018 -3.4730
C: 4.4675 -0.0826 2.0930
C: 2.1902 4.3009 0.2806
C: -0.4136 3.4010 -5.2630
C: -0.8547 4.0878 2.7960
C: 2.3880 -1.3344 3.4421
C: -1.4165 -5.0756 0.4528
C: -1.4342 0.1901 -2.4322
C: 1.3441 2.5907 3.5920
C: 4.5216 1.3025 -1.3680
C: -3.7996 1.2014 -1.4121
C: -2.3747 0.3851 -4.7124
C: 3.6961 -1.7744 3.6094
C: 0.3648 2.0057 2.7933
C: 4.0735 5.6363 -1.2605
C: -3.3748 -2.6796 0.1557
C: 0.9185 3.0274 -5.3832
C: 3.6408 6.1787 -0.0517
C: -0.3005 3.0724 -2.8926
C: -1.9181 -1.9706 1.6921
C: 1.2253 3.9179 3.9878
C: -1.1872 3.7954 -6.4828
C: 2.7038 5.5180 0.7198
C: -0.6250 -0.5673 3.3963
C: -2.1914 -1.7314 5.4088
H: 1.9959 4.3654 4.6040
H: 3.8968 -2.6174 4.2590
H: -1.4908 2.3079 1.7547
H: -4.4149 1.3111 -3.4499
H: -2.8045 -2.1881 6.1753
H: 1.5849 -1.8407 3.9618
H: 2.3697 5.9361 1.6586
H: 2.9581 1.1554 1.2200
H: -0.0521 -3.3424 -2.2294
H: -2.1486 -4.5248 -1.4897
H: 4.2319 -1.0199 -4.4200
H: 0.6845 -3.7243 -0.6637
H: -3.9754 -1.9119 -0.3330
H: 4.8087 6.1614 -1.8573
H: 1.4540 3.7830 0.8831
H: -3.8935 -3.6380 0.1078
H: -1.7100 4.6717 2.4794
H: 5.2668 0.3938 1.5406
H: 2.2068 2.0129 3.8997
H: 4.6776 2.0760 -0.6207
H: 1.3875 2.9968 -6.3581
H: -1.8346 -2.0955 -1.2552
H: 2.2082 0.0502 -3.4828
H: 0.2857 0.5174 5.0006
H: -2.5963 1.3228 -5.2233
H: -1.3520 0.0894 -4.9256
H: 2.6784 2.3798 -4.3364
H: 3.9009 3.9914 -2.6191
H: -2.0652 3.7160 -3.9257
H: -3.0550 -0.3897 -5.0740
H: 0.0371 5.7020 3.8977
H: -0.6772 -4.7360 1.1806
H: -3.1534 -2.7817 3.8166
H: -1.0623 -0.5105 6.7744
H: 5.7533 -1.5002 3.0649
H: 0.2597 -5.0242 -1.7747
H: -0.7882 3.0454 -1.9241
H: -2.3857 -5.1269 0.9550
H: -1.1471 -6.0882 0.1467
H: 6.5218 0.5243 -1.1241
H: -4.7108 1.5945 -0.9873

Atomic forces in eV per Å
S 0.3158 -0.0433 -0.1817
P 0.0006 -0.1612 -0.2592
P -0.1135 -0.1717 0.1246
Na -0.4011 0.1268 0.0346
F -0.0027 0.0244 -0.0055
F -0.0029 0.0043 0.0109
F 0.0050 -0.0032 0.0280
F 0.0007 0.0160 -0.0048
F -0.0001 -0.0219 0.0090
F 0.0036 -0.0124 -0.0148
F -0.0052 -0.0011 -0.0006
F -0.0112 -0.0019 -0.0072
F 0.0009 -0.0112 0.0109
O -0.0051 -0.0298 0.0963
O 0.0383 0.0203 0.0106
O 0.0102 -0.0356 0.0316
O -0.0034 -0.1031 0.1329
N 0.1126 0.0657 0.0806
N 0.0672 0.1068 0.0212
N 0.0795 -0.0275 -0.0573
N -0.1542 -0.1034 0.0515
C 0.0087 0.0120 0.0020
C -0.0038 -0.0078 -0.0035
C 0.1274 0.2460 -0.2305
C -0.0076 0.0253 0.1114
C 0.0327 0.0338 0.0135
C -0.0023 0.0194 0.0282
C -0.0479 0.0322 -0.0959
C -0.0039 -0.0145 0.0111
C -0.0235 0.0160 -0.0750
C -0.0042 -0.0073 0.0034
C 0.0250 -0.0025 0.0408
C -0.0193 0.0231 0.0260
C 0.0293 0.0485 -0.0022
C 0.0067 0.0163 0.0051
C 0.0328 -0.0101 0.0462
C 0.0615 0.0146 -0.0294
C -0.0009 -0.0168 -0.0261
C 0.1003 -0.0333 -0.0321
C -0.0005 -0.0080 0.0036
C 0.0043 0.0071 0.0043
C 0.0340 0.0469 -0.0234
C -0.0149 0.0010 -0.0449
C -0.0043 -0.0080 -0.0036
C -0.0079 0.0263 -0.0135
C -0.0343 -0.0744 0.0485
C 0.0171 -0.0206 0.0346
C -0.0382 -0.0109 -0.0347
C 0.0141 0.0392 0.0034
C -0.0027 0.0075 -0.0146
C -0.0018 -0.0177 0.0119
C 0.0040 0.0272 -0.0397
C -0.0106 -0.0152 0.0005
C 0.0088 -0.0185 0.0911
C -0.0465 0.0413 -0.0276
C 0.0125 -0.0483 0.0130
C -0.0431 -0.0398 0.0778
C -0.0044 -0.0213 0.0025
C -0.0314 0.0136 -0.0014
C -0.0154 0.0353 0.0084
C -0.0136 -0.0218 -0.0113
C -0.0131 -0.0238 -0.0366
C 0.0430 -0.0165 0.0289
C 0.0081 0.0322 0.0008
C 0.0139 0.0352 -0.0255
C -0.0981 0.0034 0.0412
C 0.0266 -0.0335 -0.0066
C 0.0204 0.0151 -0.0156
C -0.0261 -0.0423 0.0072
C 0.0449 0.0510 0.0642
C 0.0024 0.0088 0.0066
H -0.0008 0.0025 -0.0002
H -0.0006 -0.0033 0.0020
H -0.0153 0.0127 0.0331
H 0.0035 0.0087 0.0068
H 0.0054 0.0038 0.0088
H 0.0003 -0.0026 0.0050
H -0.0022 0.0159 0.0201
H -0.0025 0.0051 -0.0031
H -0.0012 -0.0023 -0.0021
H -0.0096 0.0008 -0.0080
H -0.0190 0.0049 -0.0046
H 0.0002 0.0181 -0.0081
H 0.0069 0.0243 -0.0001
H 0.0004 0.0069 0.0014
H -0.0144 -0.0310 0.0232
H -0.0123 -0.0030 -0.0153
H -0.0056 -0.0026 -0.0033
H 0.0129 0.0077 -0.0081
H 0.0252 -0.0028 -0.0058
H -0.0102 -0.0044 0.0009
H -0.0057 0.0014 -0.0069
H -0.0097 -0.0143 -0.0380
H -0.0035 0.0439 -0.0403
H -0.0142 -0.0171 -0.0011
H -0.0215 -0.0352 0.0168
H -0.0010 0.0124 -0.0060
H -0.0007 -0.0445 -0.0124
H 0.0038 0.0065 0.0052
H -0.0078 0.0017 0.0006
H 0.0077 -0.0142 0.0020
H 0.0035 0.0023 0.0006
H -0.0002 0.0055 -0.0040
H -0.0029 -0.0028 -0.0051
H -0.0038 -0.0010 0.0043
H 0.0003 -0.0042 0.0051
H -0.0077 -0.0039 -0.0045
H 0.0055 0.0051 0.0048
H -0.0064 -0.0005 -0.0014
H 0.0067 0.0051 -0.0050
H 0.0104 -0.0071 -0.0078
H -0.0077 -0.0010 -0.0041

---

# 3
C2H10NOS2 | ωB97M-V with the def2-TZVPD basis set

Computed properties:
- LUMO (Ha) = -0.1313
- energy relative to the best compared isomer or geometry (same formula, charge and spin) (kcal/mol) = 23.4
- total charge = +1
- multiplicity = 1
- frontier orbital gap (eV) = 8.97
- highest occupied orbital energy (eV) = -12.5

CARTESIAN COORDINATES (ANGSTROEM)
S: -0.9467 -0.3085 -1.2400
S: -0.2831 -2.0637 -2.3776
O: 0.5661 3.4939 2.8458
N: 1.1507 0.5144 2.1632
C: 0.0921 0.4648 1.0794
C: 0.1973 -0.6549 0.1540
H: -0.1249 -1.6304 0.5345
H: 0.9319 1.2387 2.9157
H: 1.2315 -0.6447 -0.2415
H: 0.0772 1.4052 0.6001
H: -0.8473 0.3319 1.6554
H: 1.1460 -0.3659 2.6753
H: -0.3378 3.5418 2.5300
H: 2.0937 0.6058 1.8008
H: 0.4267 -1.2530 -3.3163
H: 0.7596 4.3138 3.4182

Atomic forces in eV per Å
S 0.7833 -1.6993 -0.7731
S 0.1623 2.6375 -0.6040
O 0.8846 1.0539 1.2345
N -0.5979 0.0553 1.2284
C -1.7150 0.0077 2.7489
C 0.9112 -0.6613 -1.5810
H 0.5427 0.2778 0.2634
H 0.5207 -0.2958 -1.4375
H -0.4909 -0.5728 -0.0472
H 0.1720 1.0911 -0.5173
H 0.3554 0.5015 -0.2994
H -0.0102 -0.3098 -0.0432
H -0.2151 0.5356 0.1527
H 0.2366 0.4842 -0.0850
H -0.8199 -1.2043 1.1752
H -0.7199 -1.9014 -1.4154

---

> Number 1 is which compound?

CH4BrP

---

> Which value of multiplicity does entry 1 give?

1

---

> Look up the multiplicity of the first one.

1